This record from the Open Molecules 2025 dataset describes C7H5Br2NO in the gas phase at a distorted geometry. The level of theory is ωB97M-V/def2-TZVPD.

Geometry as XYZ:
```
16
Properties=species:S:1:pos:R:3
N 0.807 2.673 -2.325
C 0.664 1.611 -1.840
C 0.568 0.408 -1.027
Br 0.399 -1.254 -2.221
C 1.504 0.112 0.053
C 1.208 -0.466 1.199
C -0.137 -1.129 1.367
O -0.240 -2.008 2.201
C -1.264 -0.731 0.499
C -1.030 0.483 -0.423
Br -1.275 2.153 0.506
H 2.529 0.645 0.128
H 1.961 -0.848 1.893
H -1.813 -1.538 0.018
H -2.092 -0.651 1.141
H -1.790 0.540 -1.169
```

The value obtained for the total energy is -150960.3164 eV. The value obtained for the relative energy (zero: lowest compared OMol25 entry of this formula, charge and spin) is 103.1 kJ/mol. Its SMILES is N#C[C@@]1(Br)C=CC(=O)C[C@H]1Br. The max |F| is 4.7 eV/Å.



This record from the Open Molecules 2025 dataset describes C7H5Cl2N in the gas phase at a distorted geometry. The level of theory is ωB97M-V/def2-TZVPD.

Geometry as XYZ:
```
15
Properties=species:S:1:pos:R:3
N 2.360 -2.486 -0.157
C 1.512 -1.740 -0.382
C 0.525 -0.727 -0.690
C -0.788 -1.125 -0.166
C -1.636 -0.308 0.453
C -1.449 1.105 0.426
C -0.250 1.656 0.184
C 0.982 0.745 0.004
Cl 1.720 0.574 1.612
Cl 2.201 1.200 -1.172
H 0.426 -0.618 -1.724
H -1.098 -2.207 -0.093
H -2.473 -0.592 0.910
H -2.122 1.911 0.591
H 0.090 2.612 0.205
```

The value obtained for the total energy is -33872.6230 eV. The value obtained for the relative energy (zero: lowest compared OMol25 entry of this formula, charge and spin) is 76.1 kJ/mol. Its SMILES is N#C[C@H]1C=CC=CC1(Cl)Cl. The max |F| is 4.3 eV/Å.



This record from the Open Molecules 2025 dataset describes 2 unconnected molecules or ions with the total composition C7H5Cl2O3 at a distorted geometry. The level of theory is ωB97M-V/def2-TZVPD.

Geometry as XYZ:
```
17
Properties=species:S:1:pos:R:3
C 0.214 -1.584 0.646
C 1.134 -2.303 1.414
C -1.974 1.702 -1.773
C 0.953 -1.196 -0.401
C 2.288 -2.388 0.695
C -0.551 2.494 0.233
C -1.748 2.030 -0.204
O -0.976 1.967 -2.428
O -3.082 1.245 -2.114
O 2.185 -1.715 -0.433
Cl 0.978 2.750 -0.553
Cl -3.084 1.707 0.746
H -0.795 -1.353 0.981
H 1.039 -2.561 2.474
H 0.889 -0.679 -1.361
H 3.129 -3.034 0.864
H -0.599 2.916 1.215
```

The value obtained for the total energy is -38523.3466 eV. The max |F| is 8.9 eV/Å. As for the multiplicity: 3. As for the total charge: -1. The expectation value of S² is 2.01.



This record from the Open Molecules 2025 dataset describes 2 unconnected molecules or ions with the total composition C7H5Cl4F at a distorted geometry. The level of theory is ωB97M-V/def2-TZVPD.

Geometry as XYZ:
```
17
Properties=species:S:1:pos:R:3
Cl 3.619 8.083 -1.749
C 3.629 6.472 -2.535
Cl 2.718 6.654 -4.126
Cl 5.323 5.803 -2.796
Cl 2.747 5.362 -1.497
F -1.422 -4.852 -0.604
C -1.331 -3.764 0.235
C -1.441 -3.947 1.618
C -1.570 -2.876 2.460
C -1.671 -1.608 1.933
C -1.630 -1.436 0.556
C -1.408 -2.482 -0.282
H -1.336 -4.965 1.965
H -1.512 -2.970 3.534
H -1.792 -0.714 2.528
H -1.555 -0.456 0.107
H -1.368 -2.303 -1.347
```

The value obtained for the total energy is -60146.3491 eV. The value obtained for the relative energy (zero: lowest compared OMol25 entry of this formula, charge and spin) is 45.1 kJ/mol. Its SMILES is ClC(Cl)(Cl)Cl.Fc1ccccc1. The max |F| is 2.1 eV/Å.



This record from the Open Molecules 2025 dataset describes a gas-phase ion, C7H5F3N3 (charge +1) at a distorted geometry. The level of theory is ωB97M-V/def2-TZVPD.

Geometry as XYZ:
```
18
Properties=species:S:1:pos:R:3
N 1.440 -1.960 2.961
C 0.975 -1.213 2.230
C 0.401 -0.242 1.390
N 0.066 0.960 1.828
C -0.500 1.915 1.048
C -0.746 1.719 -0.271
C -0.427 0.490 -0.945
N -0.646 0.383 -2.246
C 0.111 -0.552 -0.181
C 0.518 -1.872 -0.774
F 0.881 -2.779 0.118
F -0.483 -2.395 -1.501
F 1.542 -1.694 -1.626
H 0.265 1.178 2.804
H -0.742 2.844 1.541
H -1.186 2.516 -0.852
H -1.039 1.156 -2.759
H -0.431 -0.453 -2.767
```

The value obtained for the total energy is -19955.4154 eV. The value obtained for the relative energy (zero: lowest compared OMol25 entry of this formula, charge and spin) is 0.0 kJ/mol. Its SMILES is N#Cc1[nH]ccc(=[NH2+])c1C(F)(F)F. The max |F| is 6.9 eV/Å. As for the total charge: +1.



This record from the Open Molecules 2025 dataset describes C7H5F8NO3S in the gas phase. The level of theory is ωB97M-V/def2-TZVPD.

Geometry as XYZ:
```
25
Properties=species:S:1:pos:R:3
O 0.567 1.282 -2.811
C 0.674 1.265 -1.624
N 1.610 2.036 -0.892
C 1.238 2.000 0.520
C -0.203 1.482 0.472
S -1.048 1.213 2.007
O -1.553 -0.106 2.069
O -1.865 2.342 2.283
F 0.175 1.291 2.960
C -0.195 0.435 -0.645
C 0.566 -0.892 -0.402
F 0.982 -1.022 0.891
F 1.707 -0.887 -1.171
C -0.143 -2.196 -0.883
F -0.549 -1.950 -2.154
F 0.791 -3.175 -0.899
C -1.352 -2.776 -0.101
F -1.088 -2.887 1.188
F -1.596 -3.997 -0.581
F -2.431 -2.018 -0.297
H 2.528 1.628 -1.035
H 1.268 2.980 0.986
H 1.871 1.352 1.121
H -0.778 2.317 0.072
H -1.176 0.283 -1.074
```

The value obtained for the total energy is -47547.7820 eV. Its SMILES is O=C1NC[C@H](S(=O)(=O)F)[C@@H]1C(F)(F)C(F)(F)C(F)(F)F. The max |F| is 0.8 eV/Å.



This record from the Open Molecules 2025 dataset describes 2 unconnected molecules or ions with the total composition C7H5FO2S at a distorted geometry. The level of theory is ωB97M-V/def2-TZVPD.

Geometry as XYZ:
```
16
Properties=species:S:1:pos:R:3
C 2.441 0.317 0.341
C 2.097 -1.065 0.134
C 1.535 1.343 0.009
C 0.749 -1.385 -0.164
C 0.244 0.988 -0.215
C -0.047 -0.313 -0.202
C -2.251 -0.835 -0.644
O -4.357 0.176 0.762
O -2.760 1.791 -0.309
F -2.470 -1.967 -0.087
S -2.999 0.514 0.263
H 3.483 0.676 0.566
H 2.701 -1.943 0.303
H 1.800 2.319 0.055
H 0.299 -2.316 -0.372
H -0.466 1.699 -0.439
```

The value obtained for the total energy is -24981.1006 eV. The value obtained for the relative energy (zero: lowest compared OMol25 entry of this formula, charge and spin) is 303.4 kJ/mol. The max |F| is 4.9 eV/Å.



This record from the Open Molecules 2025 dataset describes C7H5IN2 in the gas phase at a distorted geometry. The level of theory is ωB97M-V/def2-TZVPD.

Geometry as XYZ:
```
15
Properties=species:S:1:pos:R:3
C -1.668 0.257 0.267
C -1.457 1.588 0.322
C 0.727 1.461 -0.227
C -0.515 -0.511 -0.011
C 0.700 0.021 -0.250
C -0.633 -2.002 0.084
C 1.934 -0.647 -0.490
N -0.244 2.184 0.134
N 0.245 -2.794 0.189
I 3.674 0.100 0.287
H -2.680 -0.052 0.243
H -2.254 2.228 0.758
H 1.682 1.989 -0.513
H -1.682 -2.210 0.228
H 2.170 -1.611 -1.019
```

The value obtained for the total energy is -18415.8031 eV. The value obtained for the relative energy (zero: lowest compared OMol25 entry of this formula, charge and spin) is 152.9 kJ/mol. The max |F| is 4.5 eV/Å.